The following is a quantum chemistry calculation of a structure of composition C32H53N3O3P2Rb at a distorted geometry, from the Open Molecules 2025 dataset.

The geometry in ORCA input format:
```
! RIJCOSX wB97M-V def2-TZVPD def2/J DEFGRID3
* xyz -1 1
Rb -0.131 -1.130 1.710
C -3.118 1.523 5.174
P -2.686 1.413 3.385
C -0.850 1.510 3.541
C -2.919 -0.400 3.071
C -2.486 -1.390 4.165
P -2.353 -3.126 3.469
C -3.380 -4.017 4.724
C -0.691 -3.594 4.127
H -3.002 2.557 5.503
H -2.473 0.882 5.779
H -4.161 1.236 5.327
H -0.574 2.538 3.785
H -0.379 1.257 2.592
H -0.475 0.847 4.325
H -2.372 -0.620 2.154
H -3.969 -0.547 2.815
H -3.204 -1.389 4.985
H -1.518 -1.116 4.596
H -3.070 -3.776 5.746
H -3.287 -5.094 4.570
H -4.431 -3.750 4.596
H -0.670 -3.535 5.218
H 0.069 -2.911 3.742
H -0.448 -4.607 3.804
C 3.155 -0.251 -5.121
C 4.024 0.268 -3.965
C 4.535 1.675 -4.302
C 5.225 -0.663 -3.809
C 3.187 0.337 -2.691
C 3.532 -0.307 -1.513
C 2.690 -0.182 -0.414
N 1.566 0.522 -0.423
C 1.217 1.138 -1.548
C 2.003 1.077 -2.685
C -0.110 1.850 -1.518
C -0.591 2.547 -2.614
C -1.844 3.151 -2.576
C -2.560 3.026 -1.397
C -2.002 2.316 -0.339
N -0.807 1.740 -0.387
C -2.360 3.905 -3.800
C -1.438 5.102 -4.075
C -3.783 4.422 -3.595
C -2.354 2.968 -5.017
H 3.760 -0.349 -6.026
H 2.329 0.427 -5.342
H 2.731 -1.228 -4.879
H 5.124 1.652 -5.224
H 5.167 2.060 -3.498
H 3.708 2.374 -4.445
H 5.779 -0.698 -4.749
H 4.912 -1.680 -3.562
H 5.907 -0.315 -3.030
H 4.417 -0.921 -1.430
H 2.937 -0.680 0.522
H 1.688 1.585 -3.586
H 0.008 2.615 -3.512
H -3.544 3.457 -1.279
H -2.552 2.211 0.591
H -1.436 5.791 -3.226
H -1.781 5.646 -4.960
H -0.410 4.781 -4.250
H -3.836 5.143 -2.777
H -4.480 3.608 -3.382
H -4.120 4.923 -4.506
H -1.343 2.644 -5.272
H -2.772 3.482 -5.887
H -2.952 2.075 -4.822
O 3.331 -1.415 2.592
C 2.891 -1.107 3.699
C 3.793 -0.692 4.864
C 2.830 -0.669 6.042
C 1.459 -0.771 5.366
O 0.409 -0.612 5.983
N 1.576 -1.058 4.040
H 4.187 0.301 4.634
H 4.639 -1.372 4.956
H 2.876 0.219 6.671
H 2.946 -1.540 6.691
C 0.447 -3.742 -0.618
C -0.944 -3.128 -0.939
C -0.779 -2.262 -2.210
C -1.900 -4.293 -1.284
O -1.408 -2.396 0.109
H 0.811 -4.412 -1.406
H 0.375 -4.303 0.319
H 1.190 -2.942 -0.489
H -0.351 -2.818 -3.056
H -0.124 -1.414 -1.979
H -1.756 -1.865 -2.504
H -1.573 -4.875 -2.156
H -2.893 -3.879 -1.483
H -1.979 -4.959 -0.420
*
```

Summary:
HOMO-LUMO gap: 5.922 eV
E: -63893.6945 eV

Here are the Mulliken charges for atoms 1 to 8, given in e: Rb 0.48; C -1.12; P -0.11; C -0.02; C 0.23; C -0.34; P 0.45; C -1.26